C18H22N2O3S | ωB97M-V/def2-TZVPD

Each line ends with the Mulliken charge.
Geometry (Å):
1 C 5.082328 -0.142327 2.643900  -1.411
2 C 4.291047 -1.123644 1.784419  0.147
3 C 4.842030 -1.187643 0.361053  -1.383
4 N 2.899807 -0.718740 1.746994  0.015
5 C 1.871629 -1.527261 2.027672  0.452
6 O 1.960041 -2.664172 2.445342  -0.700
7 C 0.520380 -0.852407 1.726849  -0.949
8 N 0.414627 -0.608587 0.308748  0.362
9 C -0.011496 -1.660886 -0.594463  -1.642
10 C -1.456483 -1.457510 -0.966704  0.701
11 C -2.475046 -1.857162 -0.110809  -0.390
12 C -3.795251 -1.566311 -0.406712  -0.721
13 C -4.111028 -0.875297 -1.563716  -0.482
14 C -3.103159 -0.486460 -2.429532  -0.691
15 C -1.783257 -0.774265 -2.131328  -0.195
16 S 0.709151 0.878527 -0.323180  1.479
17 O 1.459103 1.609193 0.667569  -0.823
18 O 1.293942 0.722807 -1.622707  -0.739
19 C -0.892576 1.662864 -0.521960  0.219
20 C -1.859720 1.519687 0.452869  -0.207
21 C -3.100733 2.104510 0.264813  -0.720
22 C -3.356697 2.830231 -0.887523  -0.413
23 C -2.374353 2.979027 -1.852956  -0.692
24 C -1.134137 2.390332 -1.670325  -0.381
25 H 4.677485 -0.111229 3.652275  0.352
26 H 5.026780 0.856086 2.215317  0.327
27 H 6.125073 -0.443372 2.696298  0.420
28 H 4.308140 -2.120670 2.237540  0.380
29 H 4.280773 -1.909115 -0.227594  0.338
30 H 4.757161 -0.213260 -0.115832  0.316
31 H 5.887452 -1.484371 0.373216  0.440
32 H 2.696012 0.203171 1.376296  0.360
33 H -0.296969 -1.490162 2.072706  0.379
34 H 0.483094 0.110921 2.238105  0.554
35 H 0.151020 -2.621903 -0.102598  0.579
36 H 0.620929 -1.598709 -1.483534  0.579
37 H -2.234196 -2.405095 0.788742  0.416
38 H -4.579113 -1.881637 0.266133  0.415
39 H -5.140995 -0.646543 -1.793590  0.421
40 H -3.345881 0.044841 -3.337728  0.413
41 H -0.993573 -0.465410 -2.800135  0.431
42 H -1.647337 0.948383 1.342067  0.309
43 H -3.867575 1.991488 1.015805  0.418
44 H -4.326495 3.282113 -1.032372  0.419
45 H -2.574557 3.548563 -2.747726  0.413
46 H -0.350155 2.472023 -2.406141  0.487

Atomic forces in eV per Å
-0.139 -0.280 -0.038
0.199 -0.092 0.005
-0.101 -0.138 0.265
0.363 0.266 -0.018
-0.446 0.294 0.010
-0.077 -0.399 0.125
0.234 -0.046 0.387
0.226 1.033 -0.361
-0.158 -0.098 -0.483
-0.111 -0.266 -0.145
0.051 -0.029 -0.046
-0.053 -0.036 0.099
-0.056 0.014 -0.044
-0.061 0.019 -0.045
0.000 -0.231 0.002
-0.090 -0.049 0.218
-0.277 0.028 0.184
-0.327 -0.118 -0.126
0.544 -0.111 -0.009
-0.061 0.016 0.122
0.081 -0.030 0.062
-0.006 0.041 -0.043
0.044 0.030 0.038
0.141 0.092 -0.099
-0.015 0.034 0.098
0.039 0.154 -0.034
0.138 0.023 0.003
0.001 0.174 -0.072
-0.035 -0.059 -0.090
0.030 0.119 -0.087
0.134 -0.012 -0.052
-0.016 -0.088 0.089
0.112 0.054 -0.042
-0.056 -0.144 0.135
0.062 0.093 0.002
-0.085 -0.248 0.064
0.027 -0.079 0.119
-0.069 -0.036 0.055
-0.093 0.017 -0.024
-0.018 0.061 -0.079
0.099 0.050 -0.089
-0.050 -0.107 0.138
-0.060 -0.029 0.067
-0.088 0.035 -0.016
-0.004 0.042 -0.083
0.030 0.035 -0.160

Properties
Total charge: 0
E_HOMO, eV: -9.15
Relative energy (zero: lowest compared OMol25 entry of this formula, charge and spin), eV: 1.229
Max |F|, eV/A: 1.1
Calculated total energy, Ha: -1432.5390